{
  "formula": "C40H67B2N3O31S6",
  "method": "ωB97M-V with the def2-TZVPD basis set",
  "symbols": ["C", "C", "B", "O", "C", "C", "N", "B", "O", "O", "C", "C", "N", "C", "C", "O", "C", "C", "O", "C", "C", "C", "C", "C", "C", "C", "C", "C", "C", "C", "C", "C", "C", "N", "C", "C", "O", "C", "C", "O", "H", "H", "H", "H", "H", "H", "H", "H", "H", "H", "H", "H", "H", "H", "H", "H", "H", "H", "H", "H", "H", "H", "H", "H", "H", "H", "H", "H", "H", "H", "H", "H", "H", "H", "H", "H", "H", "H", "H", "H", "H", "H", "H", "C", "C", "O", "S", "O", "O", "O", "H", "H", "H", "H", "C", "C", "O", "S", "O", "O", "O", "H", "H", "H", "H", "C", "C", "O", "S", "O", "O", "O", "H", "H", "H", "H", "C", "C", "O", "S", "O", "O", "O", "H", "H", "H", "H", "C", "C", "O", "S", "O", "O", "O", "H", "H", "H", "H", "C", "C", "O", "S", "O", "O", "O", "H", "H", "H", "H"],
  "xyz": [[2.192907, 1.985881, 2.387304], [2.894561, 3.061714, 1.452232], [4.070678, 2.506676, 0.514758], [5.384221, 3.014505, 0.760536], [3.961659, 1.393441, -0.661959], [5.235211, 1.591676, -1.567704], [5.947494, 1.853956, -2.433772], [4.156922, -0.046503, 0.051531], [4.128258, -1.299623, -0.599531], [4.425948, -0.053786, 1.449688], [2.600128, 1.487093, -1.534762], [1.597451, 0.577146, -0.728885], [0.899058, -0.126576, -0.149703], [2.833777, 0.708710, -2.901502], [1.523021, 0.425817, -3.741224], [1.494085, -0.909969, -4.307372], [0.895342, -1.848780, -3.402216], [-0.662888, -2.049812, -3.589335], [-1.378141, -0.852680, -3.995037], [-2.376679, -0.646663, -3.010021], [-2.099434, 0.277238, -1.884924], [-3.065489, 0.540209, -0.795500], [-4.396607, -0.151389, -0.791593], [-5.369442, 0.122380, 0.410826], [-4.432013, 0.230177, 1.719054], [-6.307566, -1.144569, 0.707213], [-6.165936, 1.493426, 0.335492], [-6.710278, 1.906341, -1.093492], [-7.852460, 3.003823, -0.822551], [-7.417482, 0.749015, -1.914552], [-5.617624, 2.676048, -1.991522], [-4.644904, -1.061851, -1.916674], [-3.682751, -1.312675, -3.019539], [2.157985, 2.886457, -1.660739], [0.714345, 3.099637, -1.693153], [-0.159788, 3.217118, -3.013254], [0.097295, 3.264788, -0.660892], [2.901312, 3.690647, -2.620872], [3.956665, 4.773554, -2.123208], [2.751272, 3.652324, -3.826337], [2.701137, 1.955748, 3.389380], [1.129167, 2.325800, 2.572842], [2.120384, 0.956246, 1.959025], [3.359499, 3.837355, 2.159180], [2.154062, 3.659461, 0.835555], [5.464835, 3.036030, 1.737920], [4.913410, -1.789349, -0.280072], [4.412339, -0.981407, 1.750905], [3.323227, -0.302916, -2.744849], [3.541320, 1.252254, -3.596670], [1.517915, 1.115352, -4.635611], [0.557740, 0.562562, -3.186517], [1.375825, -2.851310, -3.629591], [1.158664, -1.635431, -2.322509], [-0.836724, -2.925135, -4.283044], [-1.074944, -2.393405, -2.590755], [-1.083903, 0.756768, -1.891351], [-2.727089, 1.234031, 0.007154], [-3.601971, -0.524290, 1.612318], [-5.016493, 0.131760, 2.670034], [-3.932322, 1.240890, 1.693390], [-7.145221, -0.848407, 1.405225], [-6.687488, -1.611824, -0.236867], [-5.645888, -1.904335, 1.211749], [-7.032943, 1.486518, 1.062241], [-5.436823, 2.307577, 0.641620], [-8.684651, 2.463013, -0.266929], [-7.504492, 3.819430, -0.134657], [-8.316077, 3.364115, -1.779924], [-7.818587, -0.088599, -1.300938], [-8.320865, 1.221557, -2.414811], [-6.773125, 0.397232, -2.776670], [-5.979215, 3.736172, -2.174887], [-4.645831, 2.779385, -1.439870], [-5.508983, 2.219878, -3.015215], [-5.615468, -1.612454, -1.978709], [-3.972248, -2.021643, -3.830314], [-1.167780, 2.740564, -2.900479], [-0.358871, 4.330306, -3.121987], [0.385011, 2.911123, -3.938872], [5.003271, 4.382218, -2.253176], [3.738077, 5.020025, -1.043627], [3.753248, 5.701163, -2.721673], [6.650380, 6.340756, 3.510438], [5.309843, 7.029605, 3.680490], [4.373749, 5.966380, 3.875214], [5.103951, 4.752347, 4.648639], [4.797961, 4.856337, 6.034594], [4.902969, 3.556594, 3.901254], [6.625993, 5.244572, 4.429216], [6.763056, 5.937040, 2.500847], [7.485996, 7.003488, 3.730069], [5.036920, 7.628669, 2.813694], [5.298106, 7.658464, 4.574632], [0.268332, -6.724813, -6.802977], [-1.080336, -6.078224, -7.058840], [-1.856283, -6.375578, -5.896374], [-0.880174, -6.439912, -4.609364], [-0.933609, -5.182515, -3.942653], [-1.099684, -7.674448, -3.939910], [0.521017, -6.524885, -5.410855], [0.233842, -7.800811, -6.992160], [1.060499, -6.277553, -7.401749], [-1.564529, -6.465283, -7.953659], [-0.989648, -4.991274, -7.136359], [5.511132, -4.054216, -4.267297], [6.438560, -4.529083, -3.164167], [5.794690, -4.138613, -1.948861], [4.190509, -4.194788, -2.155956], [3.717251, -5.437206, -1.642532], [3.642835, -2.940350, -1.758630], [4.190407, -4.283838, -3.771129], [5.625996, -2.982102, -4.447185], [5.667456, -4.595979, -5.199036], [7.430047, -4.085154, -3.233782], [6.527728, -5.618686, -3.164320], [1.314151, -4.742743, 3.269188], [2.145524, -3.938234, 2.289304], [2.904465, -3.037440, 3.102200], [3.231976, -3.750095, 4.516809], [4.544203, -4.299185, 4.448712], [2.816649, -2.881652, 5.563198], [2.170704, -4.962440, 4.394224], [0.443756, -4.175724, 3.608787], [0.985510, -5.692026, 2.848947], [1.532609, -3.388903, 1.576157], [2.848146, -4.577320, 1.747520], [-10.530969, -2.628642, 1.801510], [-11.612180, -2.454817, 0.751401], [-11.750955, -1.041185, 0.598123], [-10.316029, -0.337001, 0.843596], [-9.708422, -0.099435, -0.423888], [-10.476969, 0.683557, 1.820321], [-9.576642, -1.600450, 1.529348], [-10.926898, -2.468717, 2.807627], [-10.059390, -3.609012, 1.750130], [-12.557877, -2.903971, 1.049583], [-11.300091, -2.870488, -0.210587], [6.187600, 1.854053, 8.657481], [4.850074, 2.523838, 8.406389], [4.075711, 2.249666, 9.577330], [5.059707, 2.176602, 10.856851], [5.034918, 3.438504, 11.516033], [4.822301, 0.950358, 11.537279], [6.454234, 2.059361, 10.046711], [6.131460, 0.777483, 8.476702], [6.983482, 2.281644, 8.049227], [4.352537, 2.139430, 7.517797], [4.960532, 3.607110, 8.319861]],
  "atomic_forces_ev_per_a": [[-0.954, 0.581, 0.108], [0.188, 0.468, 0.670], [0.908, 0.936, 0.935], [-1.456, -1.435, 0.239], [1.248, 0.703, -0.810], [-2.628, -0.033, 0.455], [0.279, -0.204, 0.397], [0.426, -1.325, 1.639], [1.495, 3.896, 1.944], [-0.299, -0.156, -1.935], [0.938, -2.446, 0.342], [1.036, 2.010, -1.094], [0.128, -0.086, -0.023], [-0.253, -0.641, -1.029], [-0.204, 0.168, -0.810], [-0.196, 0.482, 1.116], [0.160, -0.931, 0.144], [0.677, -1.141, 0.512], [-0.924, -0.719, 1.747], [-2.066, 1.095, 1.934], [-1.538, -0.887, -0.159], [-0.151, -1.911, -2.518], [2.157, 0.262, -1.570], [0.276, -0.671, 1.233], [0.220, 0.469, -1.028], [0.767, 0.452, -0.229], [0.441, -0.012, -0.996], [-0.774, 1.255, -0.326], [-0.485, -1.425, 0.771], [-0.102, 0.743, -0.903], [-0.535, 0.346, 0.273], [1.496, 0.779, -0.062], [0.590, 1.443, 1.726], [-0.581, -0.162, -0.458], [-2.589, 0.484, -0.215], [0.994, 1.072, -0.219], [1.335, -0.572, -0.624], [1.654, 1.569, -1.631], [-1.262, -0.513, 0.993], [-0.587, -0.620, 1.403], [-0.347, -0.150, -1.077], [1.118, -0.420, -0.125], [0.222, 0.968, 0.390], [-0.604, -1.032, -1.111], [0.622, -1.007, 0.620], [-0.030, 0.569, -0.577], [-0.804, -0.034, -0.285], [0.000, 0.540, 0.138], [-0.611, 1.179, 0.364], [-0.729, -0.312, 1.165], [-0.108, -0.692, 1.012], [0.969, 0.111, -0.285], [-0.579, 1.070, 0.252], [-0.318, 0.069, -1.172], [0.019, 1.386, 0.356], [0.572, 0.301, -1.082], [-1.297, -0.495, 0.268], [-0.490, -0.685, -0.790], [-0.992, 0.536, 0.513], [0.526, -0.022, -0.877], [-0.525, -1.007, 0.340], [0.920, -0.413, -0.869], [0.011, 0.486, 1.003], [-0.800, 0.592, -0.434], [0.998, -0.124, -0.650], [-0.965, -0.797, -0.196], [0.809, 0.685, -0.576], [-0.185, -0.501, -0.906], [0.723, -0.044, 0.882], [0.729, 0.753, -0.610], [0.920, -0.648, 0.534], [-0.579, 0.145, 1.217], [0.384, -1.162, 0.225], [-0.726, -0.340, -0.798], [0.233, 0.242, 1.172], [1.037, 0.616, 0.091], [0.383, 0.706, 0.770], [1.177, 0.213, 0.123], [0.232, -1.185, 0.129], [-0.616, 0.099, 0.878], [-1.111, 0.435, 0.086], [0.529, -0.317, -1.000], [0.431, -1.029, 0.376], [0.023, 0.147, -0.657], [0.283, 0.480, 0.375], [0.354, -0.758, -0.061], [0.267, 0.832, -0.221], [0.113, -0.478, -0.360], [-0.035, 0.112, 0.458], [-0.668, -0.036, 0.344], [-0.004, 0.048, 0.018], [-0.014, -0.194, 0.197], [-0.182, -0.236, -0.001], [0.034, 0.016, -0.062], [-0.105, -0.435, -0.377], [0.262, 0.534, -0.220], [0.421, -0.425, 0.399], [0.074, -0.018, -0.398], [0.085, -0.574, 0.066], [-0.087, 0.480, -0.014], [-0.550, 0.363, 0.200], [-0.009, 0.043, -0.037], [0.037, 0.068, 0.252], [-0.149, -0.096, 0.221], [0.035, -0.043, -0.064], [0.333, 0.483, -0.147], [0.124, -0.546, -0.313], [-0.547, 0.445, -0.144], [-0.132, -0.220, -0.511], [-0.025, 0.447, -0.030], [-0.348, -2.812, -1.365], [0.189, -0.293, 0.630], [0.036, -0.042, -0.012], [-0.225, -0.066, 0.100], [-0.126, 0.118, 0.224], [0.028, 0.041, -0.046], [-0.501, 0.315, -0.141], [0.072, -0.519, -0.479], [-0.161, -0.034, 0.644], [-0.299, -0.207, -0.259], [-0.324, 0.213, 0.267], [0.381, -0.153, -0.266], [0.632, 0.362, -0.179], [0.019, -0.017, -0.050], [0.189, -0.045, 0.181], [0.129, 0.206, 0.156], [-0.091, -0.015, -0.026], [-0.393, -0.174, 0.423], [0.241, -0.435, -0.358], [0.431, 0.278, 0.500], [-0.218, -0.382, 0.003], [-0.435, 0.047, 0.780], [0.081, -0.105, -0.466], [-0.311, 0.302, -0.551], [-0.014, -0.041, -0.039], [0.180, 0.184, -0.076], [-0.037, 0.279, 0.009], [-0.013, -0.056, 0.061], [-0.154, -0.470, -0.394], [0.279, 0.566, -0.248], [0.457, -0.478, 0.479], [-0.020, 0.066, -0.478], [0.087, -0.484, 0.071], [-0.054, 0.469, 0.003], [-0.520, 0.358, 0.231], [-0.002, 0.042, -0.037], [0.036, 0.075, 0.248], [-0.148, -0.066, 0.212], [0.012, -0.068, -0.094]],
  "mulliken_charge": [-0.836, 0.322, 0.718, -0.847, 1.217, -0.838, -0.832, 0.152, 0.277, -0.819, 1.626, -1.513, -0.669, -0.423, 0.209, -0.582, 0.688, -0.335, -0.554, -0.264, -0.351, -0.846, 0.275, 2.612, -1.719, -1.547, -1.907, 2.522, -1.685, -1.381, -1.343, -0.405, -0.872, 1.423, 0.561, -1.217, -0.513, 0.496, -1.041, -0.478, 0.199, 0.344, -0.013, 0.143, 0.256, 0.217, 0.112, 0.157, 0.100, 0.733, 0.335, -0.393, 0.196, -0.382, 0.007, 0.406, 0.648, 0.279, 0.381, 0.369, 0.369, 0.195, 0.292, 0.449, 0.324, 0.285, 0.305, 0.391, 0.484, -0.039, 0.486, 0.285, 0.368, 0.180, 0.227, 0.246, 0.408, 0.200, 0.428, 0.296, 0.247, 0.145, 0.428, -0.267, -0.403, -0.295, 0.969, -0.517, -0.451, -0.308, 0.224, 0.323, 0.334, 0.303, -0.325, -0.339, -0.310, 0.983, -0.372, -0.575, -0.285, 0.276, 0.318, 0.322, 0.270, -0.348, -0.444, -0.324, 0.952, -0.664, -0.267, -0.313, 0.267, 0.343, 0.341, 0.307, -0.401, -0.250, -0.201, 1.062, -0.557, -0.530, -0.329, 0.318, 0.321, 0.312, 0.227, -0.327, -0.424, -0.344, 1.184, -0.460, -0.617, -0.303, 0.273, 0.341, 0.316, 0.291, -0.283, -0.264, -0.308, 1.094, -0.537, -0.525, -0.335, 0.309, 0.282, 0.309, 0.255],
  "largest_force_ev_per_a": 4.6,
  "homo_lumo_gap_ev": 8.3809,
  "smiles": "CCB(O)[C@@](C#N)(B(O)O)[C@](C#N)(CCOCCOc1ccc(C(C)(C)CC(C)(C)C)cc1)N(C(C)=O)C(C)=O.O=S1(=O)OCCO1.O=S1(=O)OCCO1.O=S1(=O)OCCO1.O=S1(=O)OCCO1.O=S1(=O)OCCO1.O=S1(=O)OCCO1",
  "e_lumo_ev": 0.14,
  "homo_energy_ev": -8.237
}

{
  "formula": "H6O2S2",
  "method": "ωB97M-V with the def2-TZVPD basis set",
  "symbols": ["S", "S", "H", "H", "H", "H", "O", "H", "H", "O"],
  "xyz": [[-0.460640, -0.419376, 2.302272], [1.041025, 0.969051, 2.297654], [-1.125478, -0.117583, 1.177667], [2.084333, 0.190063, 1.990211], [-1.537037, 0.571852, -0.371098], [-2.500492, -0.594077, -0.281491], [-1.666389, -0.332501, -0.688962], [1.809975, 0.203591, -1.571159], [0.973713, -0.673315, -2.420555], [1.380990, 0.202295, -2.434541]],
  "atomic_forces_ev_per_a": [[-0.133, -0.335, 0.670], [-0.021, 0.438, 0.023], [0.536, -0.112, 0.141], [-0.026, -0.202, -0.181], [-0.005, 0.030, -0.544], [-0.078, -0.098, -0.221], [-0.226, 0.244, 0.069], [0.111, 0.334, -0.040], [-0.188, 0.138, -0.300], [0.029, -0.438, 0.384]],
  "mulliken_charge": [-0.107, -0.183, 0.069, 0.154, 0.382, 0.327, -0.636, 0.311, 0.314, -0.630],
  "largest_force_ev_per_a": 0.8,
  "homo_lumo_gap_ev": 9.6152,
  "smiles": "SS.O.O",
  "e_lumo_ev": 0.21,
  "homo_energy_ev": -9.405
}